Record 1
Formula: C8H18N4NiO3
Source: OMol25
Level of theory: the ωB97M-V functional and the def2-TZVPD basis

Calculated values
- LUMO level (alpha / beta): -0.0130 / -0.0132 hartree
- Gap between HOMO and LUMO (alpha / beta): 7.599 / 7.671 eV
- Relative energy (zero: lowest compared OMol25 entry of this formula, charge and spin): 3.2 kcal per mole
- ⟨S²⟩: 2.005
- 2S+1: 3
- Largest force on an atom: 0.34 eV/A

Geometry as XYZ:
```
34
Properties=species:S:1:pos:R:3:forces:R:3
Ni 0.079657 -0.021112 0.685591 0.01 -0.32 -0.12
O 1.951137 0.122599 0.130276 -0.01 0.21 0.00
O -0.351942 3.371849 2.830442 -0.01 -0.09 -0.07
O 3.486186 1.684034 -0.316751 -0.05 -0.02 0.04
N 0.272435 1.813992 1.241914 0.07 0.02 0.02
N -1.345091 0.118754 -0.838718 -0.02 -0.07 -0.14
N 0.302376 -2.165052 0.388713 0.02 0.10 0.11
N -1.373579 -0.020785 2.299595 -0.03 0.07 0.04
C 1.543742 2.395641 0.879922 0.17 -0.07 -0.03
C 0.897694 -2.630174 -0.888532 -0.05 0.06 -0.04
C -0.815176 0.249989 -2.218783 -0.01 -0.02 -0.02
C 0.359219 -0.679882 -2.480208 -0.02 -0.05 0.00
C -0.483471 2.319939 2.204613 0.01 0.18 0.06
C 0.126365 -2.160435 -2.119204 0.01 0.01 0.00
C -1.692174 1.418250 2.521935 0.05 -0.04 0.03
C 2.423734 1.347215 0.169077 0.01 -0.02 -0.01
H -1.938952 -0.703091 -0.791627 -0.03 0.02 -0.01
H 1.456143 3.252887 0.206261 -0.08 0.00 0.01
H -0.857570 -0.356612 3.107552 0.00 -0.01 0.00
H -2.517021 1.691049 1.860930 0.00 0.00 0.00
H -0.941198 -2.389409 -1.999227 0.00 0.02 0.00
H 0.453436 -2.785216 -2.952071 0.01 -0.01 0.01
H -0.521173 -2.720158 0.600449 -0.01 0.01 -0.03
H -2.224448 -0.572227 2.267820 -0.02 0.03 0.00
H 1.907798 -2.225033 -0.928166 0.01 0.00 0.02
H -1.617433 0.068208 -2.941069 0.00 0.00 0.00
H -2.000870 1.619567 3.546860 -0.03 -0.02 0.00
H 0.969274 -2.363747 1.129421 0.00 -0.03 -0.01
H 0.595070 -0.593441 -3.542364 0.01 -0.02 0.00
H -0.489876 1.282364 -2.346145 0.01 0.00 0.03
H 2.096213 2.755316 1.753057 -0.04 0.01 0.03
H 1.230629 -0.319590 -1.932086 -0.01 0.03 -0.01
H -1.942348 0.915686 -0.642979 0.04 0.01 0.08
H 0.961214 -3.721374 -0.886499 0.02 -0.01 -0.02
```
Forces are in eV/Å.

---

Record 2
Formula: C8H18N5
Source: OMol25
Level of theory: the ωB97M-V functional and the def2-TZVPD basis

Calculated values
- LUMO level: -0.0945 hartree
- Gap between HOMO and LUMO: 9.915 eV
- Net charge: +1
- SMILES: [H]/N=C(C)/C(N)=N/[C@@H](CC)/[NH+]=C(/C)N
- Relative energy (zero: lowest compared OMol25 entry of this formula, charge and spin): 6.0 kcal per mole
- Largest force on an atom: 5.49 eV/A

Geometry as XYZ:
```
31
Properties=species:S:1:pos:R:3:forces:R:3
N 4.100426 0.582997 -0.386540 2.74 0.29 0.19
N 0.587363 -0.386116 -0.195226 -1.22 0.47 0.59
N -1.087024 1.703298 0.208214 -0.08 -0.78 -0.56
N 2.405495 -1.284506 -1.459787 -0.07 0.07 0.85
N -1.714048 -0.290071 -0.759636 0.30 -1.70 -1.34
C 1.781540 -0.571417 -0.501226 4.51 3.02 -0.79
C -0.501206 -1.181726 -0.648257 -0.94 1.47 -0.50
C -0.875403 -2.142673 0.436984 1.16 -3.27 -1.26
C 2.975918 0.693671 0.088963 -3.48 -1.77 -0.12
C -1.033880 -1.620934 1.807817 0.67 -1.36 1.06
C -1.960140 0.941519 -0.448121 0.47 1.29 -0.17
C 2.333815 1.717233 0.952685 -0.20 -0.12 2.99
C -3.264268 1.480475 -0.952643 -2.30 -1.24 3.81
H -0.110228 1.327299 0.315245 -1.25 0.33 0.16
H -4.041001 0.720182 -0.518149 1.09 1.18 -1.10
H -3.348531 1.484846 -1.994624 0.11 0.07 -1.53
H -3.638376 2.416240 -0.489157 0.82 -0.29 -0.44
H 1.930885 2.524558 0.387118 0.08 0.80 -0.86
H 1.370570 1.257141 1.385202 1.84 0.52 0.07
H -2.440071 -0.857932 -1.198379 -0.09 0.85 0.12
H -1.050229 -2.488671 2.539892 -0.25 1.12 -0.87
H 1.749726 -1.665864 -2.174894 1.88 0.04 0.55
H -1.431948 2.601819 0.492367 0.46 0.27 -0.01
H 4.843476 1.259945 -0.020203 -1.46 -0.94 -0.77
H -1.693755 -2.859522 0.197164 0.39 0.66 -0.32
H 3.479306 -1.125738 -1.424845 -2.35 -0.47 -0.89
H -1.930875 -1.063848 1.850942 -0.90 0.82 0.63
H -0.149496 -1.054892 2.022841 0.15 0.67 0.54
H 3.034164 2.213358 1.798306 -1.63 -1.46 -1.94
H -0.367803 -1.592574 -1.710712 -0.25 0.09 1.50
H 0.045583 -2.738088 0.398654 -0.19 -0.65 0.41
```
Forces are in eV/Å.

---

Record 3
Formula: C8H18NO
Source: OMol25
Level of theory: the ωB97M-V functional and the def2-TZVPD basis

Calculated values
- LUMO level: -0.1217 hartree
- Gap between HOMO and LUMO: 11.537 eV
- Net charge: +1
- SMILES: CC(=O)[N+](C)(C)C(C)(C)C
- Relative energy (zero: lowest compared OMol25 entry of this formula, charge and spin): 65.7 kcal per mole
- Largest force on an atom: 5.51 eV/A

Geometry as XYZ:
```
28
Properties=species:S:1:pos:R:3:forces:R:3
O -1.969925 1.503153 0.525376 0.21 -0.25 -0.24
N -0.423700 -0.328656 0.486936 -0.04 0.41 -2.13
C 2.160229 -0.448711 -0.030154 -0.23 0.48 -0.03
C 0.992252 0.533767 -0.241459 0.43 -1.12 2.52
C 0.909831 0.776947 -1.697750 -4.71 1.90 0.62
C 0.941271 1.790343 0.636956 0.70 2.07 -5.06
C -0.314251 -1.761007 0.064796 0.19 0.38 -3.32
C -1.698112 0.469906 0.019768 -0.07 -1.28 0.40
C -2.459891 -0.283333 -0.958303 -5.18 -1.10 0.30
C -0.537173 -0.304108 1.927101 -0.47 4.41 1.26
H -2.674857 -1.400386 -0.822473 0.18 1.70 0.96
H -3.519177 0.166415 -1.224791 2.41 -0.50 0.73
H 1.526428 1.574266 -1.998781 0.94 1.15 0.05
H 0.323753 -2.022393 -0.850928 -0.94 1.15 1.26
H -1.196320 -2.331386 -0.096932 -1.28 0.35 -0.03
H 1.251981 1.507427 1.576773 0.07 0.13 2.37
H -1.957348 -0.430947 -1.822844 1.96 0.29 -3.12
H -0.162972 1.132639 -1.971233 1.73 -0.54 0.15
H -1.210974 -0.958678 2.341775 -2.03 -1.80 0.18
H 2.142426 -1.465209 -0.406959 -0.44 0.38 -1.26
H -0.062798 2.296488 0.401292 1.71 -0.66 1.28
H 0.083305 -2.243352 0.852170 1.94 -1.59 2.65
H 0.281182 -0.407967 2.525255 3.28 -1.04 0.60
H 1.730885 2.554841 0.172974 -1.44 -1.68 1.15
H 1.172303 -0.021510 -2.265759 0.51 -2.57 -1.66
H 2.987618 0.098895 -0.423056 0.82 0.13 -0.66
H 2.492294 -0.723976 0.921619 -0.05 0.52 2.35
H -0.808256 0.726536 2.358633 -0.19 -1.32 -1.34
```
Forces are in eV/Å.

---

Record 4
Formula: C8H18O11Sr
Source: OMol25
Level of theory: the ωB97M-V functional and the def2-TZVPD basis

Calculated values
- LUMO level: 0.0890 hartree
- Gap between HOMO and LUMO: 4.641 eV
- Net charge: -2
- Relative energy (zero: lowest compared OMol25 entry of this formula, charge and spin): 183.2 kcal per mole
- Largest force on an atom: 4.86 eV/A

Geometry as XYZ:
```
38
Properties=species:S:1:pos:R:3:forces:R:3
Sr 18.670353 10.726851 0.036640 0.76 -0.64 1.03
O 19.001552 6.372673 0.109608 -0.59 -1.75 -0.43
O 19.581016 7.168354 2.002384 0.49 0.42 2.52
O 14.375024 10.111555 4.380224 -1.23 -0.76 1.23
O 24.494343 9.480880 -1.252679 0.07 0.38 -1.33
O 16.011340 9.950842 3.043081 3.47 0.38 -3.39
O 18.491686 9.470452 -3.662443 -0.11 0.37 0.28
O 21.259225 13.438408 2.976212 1.34 1.03 -0.64
O 15.408325 11.121124 -1.455328 0.54 0.09 0.05
O 19.207280 13.993483 2.693959 -1.93 1.41 -1.42
O 19.009726 13.995271 -1.576134 -0.33 -0.50 -0.09
O 22.412106 10.133223 -1.073685 -1.59 0.84 -0.52
C 15.433741 7.971471 4.247146 0.04 -0.97 -0.92
C 23.277488 9.858679 -3.302498 -0.01 1.06 -0.85
C 19.221527 4.736417 1.935360 -0.68 0.72 0.89
C 20.806566 15.796372 3.025970 -0.44 0.53 -0.69
C 20.401716 14.338105 2.798220 0.77 -2.72 2.26
C 15.275620 9.424376 3.846898 -2.48 0.87 1.41
C 19.284573 6.181461 1.336014 0.34 1.01 -2.20
C 23.412546 9.850273 -1.773027 0.66 -1.58 1.55
H 20.126973 16.405300 2.429766 0.18 0.28 -0.32
H 18.584151 14.624344 -0.993566 -0.09 0.16 0.40
H 20.647672 16.184411 4.032095 -0.07 -0.62 0.31
H 17.822614 9.694145 -4.309406 -0.14 0.08 -0.14
H 19.937213 3.963882 1.654132 -0.13 0.29 -0.91
H 15.234767 11.182202 -2.394673 0.04 0.05 -0.23
H 14.639323 10.677451 -1.097536 -0.17 -0.17 0.40
H 15.784360 7.343821 3.427853 0.95 0.42 -0.25
H 16.155684 7.929581 5.062701 -0.30 -0.35 0.15
H 19.303607 4.725399 3.022204 0.19 0.63 0.19
H 23.316334 10.901787 -3.616397 0.35 0.47 0.11
H 21.850331 15.988163 2.777233 -0.07 -0.12 -0.17
H 14.497748 7.430551 4.386457 -0.32 0.60 1.11
H 18.751249 8.576397 -3.884942 0.24 -0.34 0.15
H 18.178394 4.454014 1.793135 0.09 -0.57 -0.49
H 22.314935 9.611123 -3.750054 -0.27 -0.66 0.58
H 19.737735 14.481298 -1.963458 0.34 -0.05 -0.03
H 24.067055 9.377098 -3.879350 0.11 -0.29 0.42
```
Forces are in eV/Å.

---

Record 5
Formula: C8H18O2
Source: OMol25
Level of theory: the ωB97M-V functional and the def2-TZVPD basis

Calculated values
- LUMO level: 0.0331 hartree
- Gap between HOMO and LUMO: 10.329 eV
- SMILES: CC(C)[C@@H](C)[C@H](O)[C@@H](C)O
- Relative energy (zero: lowest compared OMol25 entry of this formula, charge and spin): 17.4 kcal per mole
- Largest force on an atom: 2.32 eV/A

Geometry as XYZ:
```
28
Properties=species:S:1:pos:R:3:forces:R:3
O -0.637992 -0.255488 1.821816 0.01 -0.27 0.38
O -2.294372 0.018101 -1.497382 0.20 0.15 -0.22
C 1.803826 0.056918 0.199277 -0.97 -0.33 -0.70
C -2.199476 -0.145625 -0.100933 0.90 0.50 1.22
C 2.903303 -0.236160 -0.818193 -0.07 -0.07 0.18
C -3.246160 0.682001 0.637312 0.11 -0.31 -0.18
C -0.732813 0.205915 0.501624 -1.72 -0.27 -1.53
C 1.912409 1.511410 0.650608 -0.14 -0.26 0.07
C 0.360009 -0.312563 -0.421832 1.66 0.46 0.95
C 0.248403 -1.812030 -0.682982 -0.07 0.31 -0.10
H -0.678827 1.296201 0.568929 0.03 -0.04 -0.03
H -3.112539 1.741529 0.416512 0.03 0.11 0.00
H -2.389738 -1.209365 0.075387 0.10 0.06 0.03
H 2.939690 1.741013 0.932468 0.06 0.01 -0.03
H 2.730679 0.326556 -1.734909 0.01 0.05 -0.12
H 1.946162 -0.584837 1.074682 -0.01 0.00 -0.03
H 1.623354 2.187563 -0.153306 -0.03 0.13 -0.07
H -2.236789 0.959597 -1.696682 -0.04 -0.03 -0.02
H 1.040575 -2.142051 -1.348401 0.06 -0.10 0.00
H -0.697028 -2.042195 -1.166734 -0.07 -0.09 -0.03
H -0.618153 -1.219312 1.803198 0.01 0.03 0.05
H 2.958950 -1.292710 -1.066881 0.04 -0.07 -0.08
H -4.249674 0.390657 0.331541 -0.05 0.00 0.01
H 0.324924 -2.385658 0.240554 0.04 -0.12 0.09
H 1.290454 1.703455 1.520562 -0.11 0.10 0.05
H -3.138705 0.536448 1.708780 -0.03 0.04 0.11
H 0.275176 0.220518 -1.372709 -0.02 0.01 0.01
H 3.874353 0.060110 -0.422308 0.07 0.00 0.00
```
Forces are in eV/Å.

---

Record 6
Formula: C8H18O2P
Source: OMol25
Level of theory: the ωB97M-V functional and the def2-TZVPD basis

Calculated values
- LUMO level: -0.1492 hartree
- Gap between HOMO and LUMO: 9.240 eV
- Net charge: +1
- Relative energy (zero: lowest compared OMol25 entry of this formula, charge and spin): 64.4 kcal per mole
- Largest force on an atom: 3.76 eV/A

Geometry as XYZ:
```
29
Properties=species:S:1:pos:R:3:forces:R:3
P 0.415808 0.865867 0.103430 -1.01 0.37 0.15
O 1.616302 -1.992609 -0.052864 -0.16 -0.42 0.35
O -0.572594 -1.942826 -0.736550 -1.12 0.32 0.50
C -0.795495 1.735061 1.346487 0.63 -0.47 -3.67
C -1.823588 -4.017504 -0.285151 2.13 -2.66 0.20
C 0.518384 -1.665032 -0.232061 1.57 2.17 -0.11
C 3.041714 0.729011 1.503398 -1.90 -0.45 -1.03
C 2.109123 1.488178 0.455961 0.54 -0.04 2.38
C -0.998054 -3.266833 -1.257412 2.47 -2.08 0.55
C 0.051828 1.876699 -1.372977 -1.31 2.06 -0.51
C -2.179742 1.138931 1.173796 -0.21 -0.82 2.16
H -2.217259 -3.411372 0.446656 -1.66 1.10 1.44
H -2.875376 1.839108 1.589521 -0.59 0.48 0.13
H 2.719777 1.586291 -0.449996 -0.59 0.38 0.06
H -1.223139 -4.853616 0.217836 -0.27 1.60 -0.22
H -0.820351 2.797925 0.979863 0.37 -0.94 0.58
H 3.908077 1.297270 1.611827 1.47 1.13 0.11
H -0.971782 1.939900 -1.850666 0.73 -0.73 1.11
H -1.440674 -2.896707 -2.129134 -0.86 -0.23 -1.40
H 1.875325 2.458249 0.997178 0.44 -0.59 -1.24
H -0.226989 1.604263 2.202716 0.16 0.07 2.36
H 3.359848 -0.231539 1.127056 -0.12 -0.37 -0.03
H 0.646251 1.433021 -2.128950 0.93 0.13 -1.07
H -2.404441 0.198752 1.736850 0.67 0.59 -0.41
H 0.262821 3.027288 -1.230212 0.23 -2.37 0.00
H -0.133039 -3.999306 -1.397290 -0.53 1.88 -0.65
H -2.445840 -4.678939 -0.829696 -1.60 0.02 -0.55
H -2.467927 0.967795 0.169437 -0.05 -0.02 -1.17
H 2.628741 0.625149 2.501794 -0.37 -0.10 -0.03
```
Forces are in eV/Å.

---

Record 7
Formula: C8H18O2S2
Source: OMol25
Level of theory: the ωB97M-V functional and the def2-TZVPD basis

Calculated values
- LUMO level: 0.0266 hartree
- Gap between HOMO and LUMO: 9.479 eV
- SMILES: COCS[C@@H](C)CCSCCO
- Relative energy (zero: lowest compared OMol25 entry of this formula, charge and spin): 0.4 kcal per mole
- Largest force on an atom: 1.75 eV/A

Geometry as XYZ:
```
30
Properties=species:S:1:pos:R:3:forces:R:3
S 0.395660 1.048211 1.675719 -0.24 -1.70 0.36
S -1.071624 -1.332565 -1.357106 1.09 -0.20 -0.06
O 1.057969 -0.292573 -2.675026 0.50 -0.60 0.67
O 2.370003 1.905806 3.818051 -0.60 -0.17 -0.42
C 1.385016 -0.112622 2.734555 0.43 1.06 0.22
C -1.588705 0.360690 -0.920240 0.01 0.29 0.29
C -1.071151 -0.099055 1.546490 0.01 0.51 0.41
C 2.637875 0.603130 3.255089 -0.84 0.66 0.33
C 0.769517 -1.066153 -1.510637 -0.27 0.07 -0.84
C 1.022593 -1.099311 -3.849701 -0.63 0.46 -0.26
C -2.675902 0.789936 -1.900415 -0.21 -0.26 0.04
C -2.092309 0.412809 0.535054 0.41 -1.08 -0.29
H 3.301491 0.729925 2.430926 0.92 -0.02 -0.57
H 1.234250 -2.145854 -3.628962 -0.08 -0.07 0.03
H 3.098790 0.012725 4.065409 -0.10 0.25 -0.45
H 1.712921 2.399456 3.266725 0.76 -0.82 0.54
H 1.149903 -0.566039 -0.617117 -0.19 0.27 -0.27
H -3.156563 1.705260 -1.567857 -0.06 0.21 0.12
H -3.473899 0.021588 -2.006226 0.59 0.40 0.02
H -1.548549 -0.146971 2.530999 0.19 0.11 -0.04
H 0.023996 -0.999835 -4.305323 0.29 -0.31 0.05
H -2.413973 1.404551 0.788560 0.00 0.75 0.09
H -0.721063 -1.117640 1.318109 -0.03 0.48 -0.17
H 1.309281 -2.024802 -1.620287 -0.65 0.09 0.32
H 1.764297 -0.760531 -4.573904 0.03 0.25 0.21
H 0.844285 -0.407192 3.608682 -0.95 -0.04 0.42
H -2.214988 0.990147 -2.861986 -0.15 -0.13 -0.26
H -2.997627 -0.202456 0.631104 0.16 -0.07 -0.12
H -0.699096 1.018971 -1.028424 -0.52 -0.43 0.01
H 1.647601 -1.029608 2.217740 0.11 0.02 -0.41
```
Forces are in eV/Å.

---

Number 2 is which compound?
C8H18N5